1.
13
Properties=species:S:1:pos:R:3 method="wB97M-V/def2-TZVPD" total_energy_ha=-430.91734 smiles="C[C@@H](F)[C@H](F)C=O" homo_ev=-9.79 orbital_gap_ha=0.39334 spin_multiplicity=1 lumo_ev=0.9
C -1.66383 -0.64362 -0.02871
C -0.57302 0.34711 -0.26314
F -0.60958 1.40266 0.65810
C 0.79715 -0.33809 -0.10457
F 0.81985 -1.24198 0.94070
C 2.09409 0.86934 0.27643
O 2.89520 1.12122 -0.56959
H -1.55617 -1.46829 0.71607
H -2.07097 -1.16924 -0.81926
H -2.61031 -0.09384 0.28321
H -0.77724 0.86728 -1.32824
H 1.11891 -0.77937 -1.05858
H 2.13592 1.12683 1.29759



2.
13
Properties=species:S:1:pos:R:3 method="wB97M-V/def2-TZVPD" total_energy_ha=-753.69917 homo_ev=-7.54 orbital_gap_ha=0.28957 spin_multiplicity=1 lumo_ev=0.3
C -1.57670 0.12743 0.02689
C -1.12707 0.91218 -0.84280
C -0.39386 1.89219 -1.68463
C 0.92375 -2.27479 1.00473
F 2.09621 -2.98798 1.34974
F 0.97918 -2.12271 -0.33262
S 1.22356 -0.50660 1.55308
H 0.13350 -0.34435 0.76602
H -2.06397 -0.40853 0.74246
H -1.27458 2.29467 -2.31543
H 0.01478 2.66327 -0.91435
H 0.36375 1.31698 -2.13195
H 0.70146 -0.56176 2.77888



3.
17
Properties=species:S:1:pos:R:3 method="wB97M-V/def2-TZVPD" total_energy_ha=-674.43973 smiles="Nc1c[nH]c(=[NH2+])n1C(F)(F)F" homo_ev=-12.10 orbital_gap_ha=0.34107 total_charge=+1 spin_multiplicity=1 lumo_ev=-2.8
N -0.31902 2.43594 0.00245
C -0.62375 1.12920 0.01695
C -1.83893 0.50977 -0.03106
N -1.62025 -0.86288 -0.03635
C -0.31959 -1.10978 0.01235
N 0.25607 -2.31386 0.06761
N 0.32703 0.09673 0.05523
C 1.89259 0.11885 -0.01250
F 2.36880 -0.48083 1.05393
F 2.31509 1.35421 -0.06813
F 2.26568 -0.54462 -1.08830
H -1.07662 3.09387 0.06601
H 0.60691 2.78129 0.17323
H -2.82039 0.92568 -0.07720
H -2.35802 -1.55093 -0.06056
H 1.25112 -2.44241 -0.02818
H -0.30671 -3.14021 -0.04548



4.
15
Properties=species:S:1:pos:R:3 method="wB97M-V/def2-TZVPD" total_energy_ha=-585.53617 homo_ev=-8.94 orbital_gap_ha=0.35376 spin_multiplicity=1 lumo_ev=0.7
C -0.34018 -0.45382 -0.88184
C -0.34470 -0.52459 -2.40679
C -0.45419 0.83704 0.97497
C 0.76253 -0.52925 1.75827
N -0.47189 0.72734 -0.39615
O -0.00188 1.99299 1.48503
F 1.84572 -0.52998 1.06665
F 0.24142 -1.72277 1.82576
F 0.94265 0.00822 2.95575
H -0.21551 -1.28963 -0.22703
H -0.56802 0.52077 -2.74743
H 0.66247 -0.75671 -2.82712
H -0.99182 -1.39374 -2.88656
H -1.45063 0.53962 1.52896
H 0.38403 2.57450 0.77754



Copy entry 4 word for word.
15
Properties=species:S:1:pos:R:3 method="wB97M-V/def2-TZVPD" total_energy_ha=-585.53617 homo_ev=-8.94 orbital_gap_ha=0.35376 spin_multiplicity=1 lumo_ev=0.7
C -0.34018 -0.45382 -0.88184
C -0.34470 -0.52459 -2.40679
C -0.45419 0.83704 0.97497
C 0.76253 -0.52925 1.75827
N -0.47189 0.72734 -0.39615
O -0.00188 1.99299 1.48503
F 1.84572 -0.52998 1.06665
F 0.24142 -1.72277 1.82576
F 0.94265 0.00822 2.95575
H -0.21551 -1.28963 -0.22703
H -0.56802 0.52077 -2.74743
H 0.66247 -0.75671 -2.82712
H -0.99182 -1.39374 -2.88656
H -1.45063 0.53962 1.52896
H 0.38403 2.57450 0.77754